# 1
A gas-phase ion, C16H25N2O2 (charge +1) at a distorted geometry, computed with ωB97M-V/def2-TZVPD.

Each line ends with the Löwdin charge.
Positions of all 45 atoms, in Å:
C  -3.63130  -1.12925  5.66706  -0.05
O  -3.53851  -1.87231  4.43013  -0.09
C  -2.43693  -1.75847  3.63397  -0.26
C  -2.48175  -2.41396  2.38752  0.00
C  -1.54468  -2.11654  1.39045  -0.05
C  -0.55223  -1.15080  1.57631  -0.15
C  0.47133  -0.73840  0.40275  -0.28
O  1.66748  -0.30037  1.06167  -0.17
C  2.81306  -0.81889  0.44436  -0.09
C  -0.40701  -0.64322  2.87990  -0.03
C  -1.31308  -0.92541  3.89770  0.00
H  -4.63453  -1.39581  5.99548  0.09
H  -2.88388  -1.47933  6.39428  0.10
H  -3.55816  -0.03802  5.53239  0.10
H  -3.27250  -3.15248  2.22750  0.12
H  -1.55295  -2.67951  0.44863  0.12
H  0.68556  -1.64182  -0.20676  0.14
H  3.70650  -0.36703  0.89209  0.10
H  2.87121  -1.92795  0.47322  0.11
H  2.80101  -0.51777  -0.61754  0.08
H  0.46536  -0.05200  3.14474  0.11
H  -1.16844  -0.51569  4.90128  0.11
C  -0.34456  -1.04873  -3.09514  -0.01
N  0.40744  0.17420  -2.93330  -0.07
C  1.27126  0.47650  -4.06357  -0.14
C  1.56385  1.94156  -4.16506  -0.15
C  1.87674  2.55135  -2.83560  -0.14
N  1.01029  2.06570  -1.79003  -0.07
C  0.89578  2.96461  -0.66950  -0.01
C  0.53946  0.82352  -1.77243  -0.14
C  -0.13659  0.33767  -0.47109  -0.02
H  -1.39132  -0.94490  -2.79541  0.11
H  -0.34650  -1.28332  -4.16431  0.10
H  0.10464  -1.89548  -2.56084  0.10
H  2.21936  -0.09112  -3.97964  0.15
H  0.77115  0.16301  -4.98444  0.13
H  2.42793  2.07701  -4.81597  0.13
H  0.73152  2.46761  -4.63738  0.13
H  2.93225  2.35928  -2.57286  0.15
H  1.72523  3.63065  -2.91405  0.13
H  -0.12000  3.01758  -0.27663  0.10
H  1.59088  2.72248  0.14144  0.12
H  1.12684  3.95365  -1.06074  0.10
H  -0.23149  1.21120  0.22969  0.13
H  -1.12976  -0.03902  -0.77025  0.14

Forces on atoms 1 to 6 (eV/Å):
0.05 -0.50 -0.40
0.83 0.08 0.01
0.31 1.03 -0.50
0.07 0.02 0.15
-0.06 -0.06 -0.11
0.81 0.15 -0.37

Calculated values
**E_tot**: -24065.528 eV
**Structure (SMILES)**: COc1ccc([C@@H](CC2=[N+](C)CCCN2C)OC)cc1
**Largest force on an atom**: 0.0489 Eh/bohr
**Gap between HOMO and LUMO**: 7.6 eV
**ΔE to the lowest compared entry with this formula, charge and spin**: 1.990 eV
**Net charge**: +1
**HOMO energy**: -0.3935 Ha

# 2
A single C16H25N3O4S molecule at a distorted geometry, computed with ωB97M-V/def2-TZVPD.

Each line ends with the Löwdin charge.
Positions of all 49 atoms, in Å:
C  2.46045  4.14240  1.36274  -0.10
C  2.00242  2.99987  0.46400  -0.23
H  1.03748  2.62792  0.81215  0.07
H  1.86036  3.38233  -0.54999  0.11
C  3.01291  1.84282  0.37024  -0.20
N  3.28101  1.06229  1.56454  -0.18
C  2.10979  0.54778  2.24450  -0.18
H  1.38993  1.33481  2.51628  0.11
C  1.37429  -0.50498  1.40742  -0.21
N  0.16211  -0.97907  2.03891  -0.13
S  -1.18939  -0.01417  1.83382  0.66
O  -0.84730  1.37516  1.71551  -0.29
O  -2.12405  -0.41064  2.84308  -0.29
C  -1.73094  -0.60609  0.23752  -0.27
C  -2.35987  -1.83765  0.18494  -0.05
C  -2.76815  -2.37781  -1.02490  0.02
C  -2.50945  -1.63304  -2.16319  -0.14
C  -1.86995  -0.38366  -2.09166  -0.16
C  -1.46901  0.15670  -0.89006  0.04
H  -0.99558  1.12022  -0.80695  0.13
O  -1.74489  0.12422  -3.34989  0.17
C  -2.29128  -0.77108  -4.22159  -0.48
O  -2.34405  -0.63271  -5.40803  0.14
N  -2.76108  -1.84936  -3.49601  0.00
C  -3.40560  -2.98693  -4.09158  0.00
H  -4.42289  -3.09051  -3.71098  0.10
H  -2.84396  -3.89764  -3.87771  0.10
H  -3.43333  -2.81870  -5.16726  0.10
H  -3.26460  -3.33265  -1.07799  0.12
H  -2.53325  -2.35518  1.11387  0.12
H  0.27629  -1.24816  3.00454  0.11
H  2.03194  -1.35751  1.21526  0.13
H  1.06335  -0.08336  0.45177  0.10
H  2.44385  0.06878  3.16937  0.12
C  4.27482  1.59685  2.47953  -0.23
C  5.21739  0.48691  2.96022  -0.24
C  5.98472  -0.12629  1.79671  -0.11
H  6.63485  0.61426  1.33639  0.07
H  5.28324  -0.48225  1.04712  0.06
H  6.59656  -0.95969  2.13369  0.07
H  4.64001  -0.29191  3.46120  0.10
H  5.91342  0.90735  3.68893  0.10
H  3.81397  2.08313  3.35292  0.11
H  4.86937  2.34818  1.95753  0.12
H  2.65916  1.14721  -0.39966  0.11
H  3.97263  2.23587  0.02493  0.12
H  1.75305  4.96696  1.30769  0.07
H  2.52319  3.82338  2.39950  0.06
H  3.43820  4.50880  1.05396  0.07

Forces on atoms 1 to 6 (eV/Å):
-0.15 -0.14 -0.13
0.30 -0.11 0.10
-0.05 -0.01 -0.09
-0.07 -0.05 -0.04
-0.31 0.07 -0.24
-0.09 0.03 0.15

Calculated values
**E_tot**: -40493.421 eV
**Structure (SMILES)**: CCCN(CCC)CCNS(=O)(=O)c1ccc2c(c1)oc(=O)n2C
**Largest force on an atom**: 0.0206 Eh/bohr
**Gap between HOMO and LUMO**: 8.8 eV
**ΔE to the lowest compared entry with this formula, charge and spin**: 1.723 eV
**HOMO energy**: -0.3043 Ha

# 3
A molecular structure, C16H25N8NiO6 at a distorted geometry, computed with ωB97M-V/def2-TZVPD.

Each line ends with the Löwdin spin population.
Positions of all 56 atoms, in Å:
Ni  -0.38517  -0.73711  -0.01481  1.76
N  -2.93798  0.38850  2.99920  0.00
C  -1.98334  0.03232  3.93552  0.00
C  -0.91264  -0.40601  3.22291  0.00
N  -1.19610  -0.31500  1.87970  0.03
C  -2.41324  0.15315  1.78167  0.00
C  -2.98738  0.31314  0.44498  0.00
N  -2.37431  -0.24867  -0.57099  0.03
C  -3.02556  0.19097  -1.70426  0.00
C  -4.05942  0.99549  -1.34995  0.00
N  -4.01915  1.06785  0.03135  0.00
H  -3.86846  0.70951  3.20693  0.00
H  -2.15746  0.11946  4.99355  0.00
H  0.03679  -0.77110  3.57886  0.00
H  -2.72044  -0.11947  -2.68976  0.00
H  -4.80328  1.51270  -1.93014  0.00
H  -4.62911  1.62438  0.60611  0.00
N  1.23537  -1.47407  -3.81492  0.00
C  0.24518  -2.43706  -3.81330  0.00
C  -0.41446  -2.27224  -2.64090  0.00
N  0.15444  -1.22465  -1.93604  0.04
C  1.14271  -0.77628  -2.66759  0.00
H  1.92638  -1.33127  -4.53166  0.00
H  0.11494  -3.13385  -4.62270  0.00
H  -1.23868  -2.83723  -2.24146  0.00
H  1.80288  0.03369  -2.40197  0.00
O  1.79481  -2.52962  1.60778  0.00
N  2.33448  -1.51570  1.12561  0.00
O  3.47446  -1.21744  1.35619  0.00
O  1.59829  -0.68158  0.48592  0.04
C  -1.20074  -4.92158  1.25693  0.00
C  -1.55617  -3.46664  1.09889  0.00
O  -0.54178  -2.75713  0.37229  0.04
H  -2.00749  -5.44982  1.76854  0.00
H  -0.29053  -5.04264  1.84865  0.00
H  -1.04078  -5.38868  0.28356  0.00
H  -1.70138  -2.98507  2.06861  0.00
H  -2.47622  -3.34465  0.52843  0.00
H  0.34071  -2.86059  0.81595  0.00
O  0.70394  2.38215  1.60322  0.01
C  0.91010  1.93825  0.38673  0.01
O  0.01043  1.37525  -0.23029  0.02
C  2.30918  2.17463  -0.14250  0.00
N  2.99973  3.06736  0.79493  0.00
C  3.02200  4.40147  0.15952  0.00
C  3.14383  4.13212  -1.33691  0.00
C  2.34136  2.83379  -1.54509  0.00
H  2.76290  1.18365  -0.11775  0.00
H  3.93354  2.73327  0.98931  0.00
H  1.58088  2.81239  1.83824  0.00
H  3.83108  4.99762  0.57491  0.00
H  2.08490  4.91925  0.38050  0.00
H  4.19160  3.98553  -1.60356  0.00
H  2.76201  4.95672  -1.93827  0.00
H  2.82123  2.18197  -2.27442  0.00
H  1.33112  3.02856  -1.90625  0.00

Forces on atoms 1 to 6 (eV/Å):
-0.01 -0.03 -0.08
0.00 -0.02 0.25
-0.20 0.04 -0.16
0.13 0.01 -0.21
0.31 -0.12 0.23
-0.33 0.12 -0.32

Calculated values
**E_tot**: -82241.602 eV
**Multiplicity**: 3
**Largest force on an atom**: 0.0293 Eh/bohr
**Gap between HOMO and LUMO (alpha / beta)**: 9.5 / 9.5 eV
**⟨S²⟩**: 2.0041
**ΔE to the lowest compared entry with this formula, charge and spin**: 0.061 eV
**Net charge**: +1
**HOMO energy (alpha / beta)**: -0.4287 / -0.4285 Ha

# 4
A molecular structure, C16H26AgN6O8S2, computed with ωB97M-V/def2-TZVPD.

Each line ends with the Löwdin charge.
Positions of all 59 atoms, in Å:
Ag  -0.13279  -0.65865  -0.25756  0.82
C  4.84366  3.86954  7.10168  -0.11
C  4.49546  2.81508  6.05572  -0.30
S  2.73426  2.60490  5.98702  0.64
O  2.21455  2.45137  7.32010  -0.29
O  2.18042  3.60710  5.10491  -0.32
C  2.51255  1.04405  5.15066  -0.21
C  1.00514  0.84518  4.99458  -0.13
N  0.68463  -0.07661  3.89679  0.06
C  0.35317  0.32838  2.65818  -0.32
N  0.13274  -0.72342  1.86923  -0.03
C  0.34128  -1.84658  2.62215  -0.03
C  0.68810  -1.45516  3.86861  -0.13
N  1.01070  -2.30356  4.98386  -0.33
O  0.81312  -3.48605  4.82928  0.12
O  1.47014  -1.77522  5.97824  0.10
C  0.20558  1.75648  2.27023  0.02
H  5.92337  4.00339  7.13039  0.08
H  4.50067  3.56356  8.08751  0.08
H  4.38527  4.82757  6.85891  0.09
H  4.91976  1.83820  6.29579  0.11
H  4.79064  3.11338  5.04955  0.11
H  2.96011  0.25141  5.74681  0.10
H  3.01393  1.13575  4.18522  0.12
H  0.52808  1.79066  4.75004  0.11
H  0.57478  0.47125  5.91652  0.14
H  0.23118  -2.85027  2.25145  0.13
H  -0.61124  2.22494  2.82112  0.11
H  -0.02117  1.81958  1.20886  0.06
H  1.11045  2.33022  2.47475  0.10
C  -5.64822  -1.02745  -5.01024  -0.10
C  -4.63884  -0.33230  -5.91587  -0.29
S  -2.97420  -0.38590  -5.29887  0.67
O  -2.16357  0.52771  -6.06360  -0.28
O  -2.99221  -0.29881  -3.85560  -0.31
C  -2.41433  -2.02899  -5.69291  -0.20
C  -0.89769  -2.09746  -5.60762  -0.11
N  -0.34853  -1.35278  -4.46612  0.05
C  -0.58664  -1.63281  -3.16925  -0.35
N  -0.08972  -0.68085  -2.38827  -0.03
C  0.46868  0.26554  -3.20695  -0.03
C  0.30218  -0.13583  -4.48303  -0.15
N  0.82483  0.52536  -5.65194  -0.33
O  1.01803  -0.14703  -6.64568  0.10
O  1.15260  1.67852  -5.49703  0.13
C  -1.35233  -2.81219  -2.69457  0.01
H  -6.65731  -0.80291  -5.35184  0.09
H  -5.54589  -0.68044  -3.98419  0.08
H  -5.52474  -2.11111  -5.02465  0.08
H  -4.82616  0.73864  -6.01505  0.11
H  -4.59627  -0.76298  -6.91717  0.11
H  -2.72098  -2.26042  -6.71247  0.12
H  -2.91342  -2.70418  -4.99848  0.10
H  -0.43910  -1.68990  -6.49835  0.11
H  -0.59505  -3.13990  -5.51884  0.14
H  0.94886  1.16003  -2.85264  0.13
H  -1.21745  -3.67395  -3.34653  0.09
H  -2.41503  -2.56762  -2.64638  0.09
H  -1.01603  -3.08642  -1.69645  0.07

Forces on atoms 1 to 6 (eV/Å):
0.12 -0.04 0.00
0.01 0.01 -0.04
-0.01 0.05 0.05
-0.04 0.13 0.08
-0.02 0.01 -0.11
-0.02 -0.04 0.07

Calculated values
**E_tot**: -67993.176 eV
**Largest force on an atom**: 0.0133 Eh/bohr
**Gap between HOMO and LUMO**: 9.4 eV
**ΔE to the lowest compared entry with this formula, charge and spin**: 0.000 eV
**Net charge**: +1
**HOMO energy**: -0.4637 Ha